Entry from the OMol25 dataset: a 8-piece molecular cluster, C29H81N9O8 overall (wB97M-V/def2-TZVPD).

## Properties
Frontier orbital gap   8.67 eV
Largest force on an atom   2.28 eV Å⁻¹

```
127
Properties=species:S:1:pos:R:3:forces:R:3:lowdin_charge:R:1
C -5.201 1.298 0.198 0.6 -0.3 -1.2 -0.110
O -4.113 1.484 1.057 -0.3 0.7 0.5 -0.180
C -2.904 1.726 0.383 0.4 -1.3 -0.7 -0.233
C -1.806 1.938 1.402 0.0 0.8 0.2 -0.434
C -2.192 3.063 2.343 -1.0 0.3 0.7 -0.060
N -0.524 2.254 0.722 -0.5 -1.5 0.8 0.067
H -5.058 0.368 -0.380 -0.3 -0.1 0.2 0.079
H -5.231 2.073 -0.583 -0.2 0.2 0.3 0.089
H -6.134 1.271 0.748 0.0 0.0 0.2 0.086
H -2.664 0.808 -0.186 0.1 0.1 0.0 0.110
H -2.931 2.515 -0.383 -0.3 0.4 0.5 0.122
H -1.770 1.000 1.979 0.2 0.0 0.0 0.133
H -2.673 3.900 1.829 0.3 0.0 -0.2 0.085
H -1.404 3.468 2.981 0.3 -0.2 -0.3 0.054
H -2.969 2.720 3.036 0.1 -0.1 -0.1 0.078
H 0.150 2.214 1.497 0.1 0.6 -0.4 0.015
H -0.317 1.352 0.273 0.2 0.6 -0.7 0.023
C 1.213 -6.334 4.811 -0.2 0.0 0.2 -0.086
O 0.774 -5.549 3.717 0.3 -0.2 0.3 -0.219
C 0.576 -6.345 2.582 -1.0 0.4 -1.1 -0.221
C 0.104 -5.471 1.425 0.7 0.4 -0.2 -0.414
C -0.106 -6.303 0.168 -0.8 0.3 0.1 -0.057
N 1.082 -4.407 1.106 0.4 -0.4 0.8 0.030
H 0.475 -7.110 5.043 0.1 -0.1 -0.1 0.092
H 1.289 -5.706 5.698 0.1 0.2 -0.1 0.079
H 2.181 -6.792 4.593 0.0 0.0 0.1 0.095
H 1.483 -6.834 2.203 0.1 -0.3 0.6 0.138
H -0.245 -7.050 2.765 0.4 -0.4 0.2 0.133
H -0.813 -4.948 1.716 -0.1 -0.2 0.0 0.146
H 0.836 -6.631 -0.267 0.1 -0.1 0.1 0.082
H -0.633 -5.681 -0.557 0.2 -0.1 -0.2 0.078
H -0.754 -7.162 0.353 0.2 -0.1 0.0 0.081
H 1.923 -4.840 0.725 -0.1 0.0 -0.2 0.098
H 1.425 -4.001 1.989 -0.3 0.1 -0.8 0.030
C 3.486 -2.974 7.301 0.9 -0.2 -0.9 -0.100
O 3.206 -2.340 6.062 -0.2 0.1 0.2 -0.192
C 1.824 -2.123 5.853 0.2 0.5 0.9 -0.218
C 1.564 -1.800 4.407 0.3 -0.3 -0.9 -0.428
C 0.102 -1.636 4.139 -1.3 0.2 1.0 -0.064
N 2.019 -2.855 3.476 -0.3 -0.2 0.9 0.043
H 3.233 -4.035 7.201 -0.2 0.0 0.4 0.083
H 3.048 -2.511 8.186 -0.3 0.1 -0.2 0.090
H 4.573 -2.908 7.379 -0.1 -0.1 0.3 0.090
H 1.252 -2.983 6.232 -0.1 -0.1 -0.4 0.128
H 1.514 -1.265 6.474 -0.1 -0.1 -0.1 0.131
H 2.082 -0.879 4.127 0.1 0.0 0.3 0.126
H -0.376 -0.953 4.850 0.2 0.3 -0.2 0.082
H -0.451 -2.563 4.339 0.3 -0.2 -0.3 0.091
H -0.120 -1.303 3.133 0.0 0.0 -0.1 0.059
H 1.318 -3.590 3.620 0.4 0.0 0.0 0.038
H 2.879 -3.269 3.836 0.1 0.2 -0.1 0.088
C 2.239 1.866 -6.058 1.2 -0.3 1.4 -0.076
O 2.685 0.640 -5.491 0.2 -0.2 -0.8 -0.183
C 2.551 0.531 -4.102 -0.5 -0.3 -0.1 -0.224
C 3.609 1.228 -3.267 -0.1 0.0 0.1 -0.447
C 4.988 0.638 -3.481 0.4 -0.1 0.1 -0.066
N 3.222 1.123 -1.853 -0.1 -0.6 0.3 0.050
H 2.782 2.659 -5.524 -0.3 0.3 -0.3 0.086
H 1.169 1.991 -5.889 -0.1 -0.1 -0.5 0.065
H 2.589 1.848 -7.083 -0.5 0.1 -0.2 0.093
H 1.551 0.881 -3.810 0.0 0.0 0.1 0.107
H 2.600 -0.543 -3.897 -0.1 0.0 0.1 0.136
H 3.639 2.284 -3.557 0.0 0.0 0.2 0.124
H 4.983 -0.457 -3.481 -0.2 0.0 -0.2 0.082
H 5.665 0.902 -2.663 -0.1 0.3 -0.1 0.075
H 5.420 1.001 -4.414 0.0 -0.2 0.0 0.078
H 2.264 0.779 -1.773 -0.1 0.4 0.0 0.033
H 3.741 0.348 -1.444 0.2 0.2 0.0 0.062
C 1.565 5.331 5.793 -0.8 0.6 0.2 -0.132
O 2.558 4.360 5.835 0.3 -0.7 0.6 -0.171
C 2.725 3.667 4.619 -0.2 0.8 -0.2 -0.210
C 1.463 3.055 4.028 0.5 -1.0 -0.9 -0.429
C 0.819 1.979 4.891 0.1 0.9 0.7 -0.044
N 1.849 2.372 2.758 1.0 0.0 0.2 0.028
H 1.548 5.897 6.724 0.4 -0.1 0.0 0.090
H 0.552 4.907 5.737 0.1 -0.1 -0.3 0.084
H 1.712 6.041 4.969 0.0 -0.1 -0.1 0.097
H 3.133 4.396 3.900 0.0 -0.2 -0.2 0.129
H 3.474 2.888 4.763 0.0 0.0 0.2 0.131
H 0.733 3.813 3.748 0.0 0.1 0.1 0.118
H 1.542 1.195 5.131 -0.1 -0.2 -0.4 0.071
H -0.079 1.633 4.386 0.1 -0.4 0.1 0.071
H 0.557 2.382 5.875 -0.2 0.1 -0.2 0.084
H 2.587 1.705 3.004 -0.4 -0.2 0.1 0.076
H 2.402 2.999 2.167 -0.6 0.2 -0.1 0.091
C -4.214 -0.998 -7.015 -0.9 0.4 0.1 -0.134
O -3.246 -1.290 -6.054 0.0 -0.2 -0.2 -0.177
C -3.632 -0.878 -4.752 0.3 -0.6 -0.8 -0.208
C -2.657 -1.512 -3.798 1.4 0.7 0.8 -0.402
C -3.083 -1.253 -2.352 -1.0 0.6 -0.4 -0.064
N -1.261 -1.008 -3.996 -0.4 0.0 0.3 0.063
H -4.399 0.086 -7.100 0.2 0.0 -0.1 0.084
H -5.195 -1.428 -6.748 0.1 -0.1 0.0 0.085
H -3.946 -1.399 -7.989 0.4 0.0 0.1 0.085
H -3.616 0.218 -4.727 -0.1 0.0 0.4 0.119
H -4.640 -1.259 -4.541 -0.1 0.2 0.0 0.125
H -2.587 -2.586 -3.985 -0.5 0.0 -0.1 0.132
H -2.963 -0.193 -2.106 0.3 0.0 -0.1 0.061
H -2.532 -1.831 -1.614 -0.1 -0.1 0.0 0.065
H -4.170 -1.394 -2.268 0.2 -0.5 0.3 0.073
H -1.268 -0.013 -4.253 -0.2 -0.6 -0.1 0.045
H -0.866 -0.984 -3.056 0.3 0.1 -0.2 0.017
C -0.854 2.266 -3.002 -0.1 -0.6 0.7 -0.082
O -1.446 1.877 -4.229 0.3 0.1 -0.4 -0.229
C -2.380 2.801 -4.711 -0.6 0.8 0.3 -0.219
C -1.803 4.176 -4.948 1.1 1.8 -0.8 -0.444
C -2.752 5.121 -5.701 0.0 -0.9 0.1 -0.065
N -0.531 4.192 -5.720 -0.4 -0.8 0.0 0.048
H -0.240 1.445 -2.628 0.0 0.0 -0.3 0.050
H -1.629 2.381 -2.234 0.1 0.4 -0.1 0.082
H -0.223 3.151 -3.084 -0.2 0.1 0.0 0.095
H -2.815 2.471 -5.657 0.3 -0.5 0.0 0.126
H -3.212 2.912 -3.997 0.0 -0.1 0.0 0.133
H -1.559 4.721 -4.032 -0.1 -0.5 0.3 0.129
H -3.201 4.568 -6.534 -0.3 0.1 0.1 0.075
H -2.185 5.925 -6.160 0.1 0.2 0.3 0.074
H -3.496 5.502 -5.005 -0.3 0.1 -0.3 0.076
H -0.749 3.821 -6.647 0.1 0.2 0.0 0.080
H 0.088 3.482 -5.337 0.0 0.2 0.1 0.022
N 0.955 -0.882 0.904 -0.1 -1.0 -0.3 0.185
C 0.443 -1.070 -0.349 -0.7 0.4 -0.6 -0.618
N 0.155 -2.364 -0.695 0.3 1.2 0.6 0.173
O 0.193 -0.115 -1.104 0.3 -0.5 0.3 -0.047
H 1.163 0.027 1.277 0.0 0.1 -0.2 0.083
H 1.097 -1.705 1.469 0.3 0.2 0.2 0.051
H -0.273 -2.516 -1.587 0.1 -0.1 -0.1 0.084
H 0.468 -3.106 -0.076 -0.1 -0.5 -0.1 0.032
```
Positions in Å, forces in eV/Å.

=====

Entry from the OMol25 dataset: an isolated ion of composition C9H12N3 and charge +1 (wB97M-V/def2-TZVPD).

## Properties
Total charge   +1
Frontier orbital gap   9.95 eV
Largest force on an atom   5.78 eV Å⁻¹

```
24
Properties=species:S:1:pos:R:3:forces:R:3:lowdin_charge:R:1
C -2.128 1.155 -0.726 1.4 1.0 0.9 0.002
C -0.956 1.516 -0.182 0.8 -1.0 0.1 0.027
C -0.193 0.179 0.114 1.8 2.2 -1.1 -0.240
C 1.440 0.113 -0.049 -4.8 -1.6 0.3 -0.295
N 1.965 -1.010 -0.433 -1.4 -0.8 0.5 0.102
C 3.308 -0.854 -0.265 -1.6 1.0 -1.0 -0.114
C 3.558 0.428 0.028 1.6 0.6 1.1 -0.056
N 2.321 1.038 0.248 1.6 0.3 -0.3 0.127
C -0.988 -0.419 1.351 1.5 2.6 -2.1 -0.047
C -2.280 -0.873 0.680 1.9 1.3 -0.7 -0.056
C -2.202 -0.349 -0.780 3.8 2.6 3.6 -0.148
N -0.733 -0.617 -1.026 -0.4 0.0 -0.6 0.141
H -2.865 1.894 -0.914 -1.0 0.0 -0.4 0.117
H -0.573 2.495 0.165 -0.5 -0.7 -0.5 0.136
H 3.898 -1.672 -0.447 1.7 -1.4 -0.5 0.090
H 4.564 0.847 0.082 -0.8 0.5 0.4 0.129
H 2.101 1.776 0.866 0.3 1.2 0.3 0.154
H -0.984 0.438 2.000 -0.6 0.0 0.7 0.126
H -0.273 -1.094 1.690 0.3 -2.0 1.2 0.104
H -2.151 -1.890 0.725 -0.9 -2.7 -0.2 0.104
H -3.138 -0.503 1.110 -1.9 0.4 1.2 0.113
H -2.840 -0.723 -1.417 -3.1 -2.3 -3.5 0.108
H -0.494 -1.578 -0.880 0.4 -1.0 -0.2 0.166
H -0.357 -0.297 -1.938 -0.3 -0.2 0.6 0.211
```
Positions in Å, forces in eV/Å.

=====

Entry from the OMol25 dataset: one molecule with the formula C4H3IO (wB97M-V/def2-TZVPD).

## Properties
Frontier orbital gap (spin up / spin down)   6.85 / 6.85 eV
Largest force on an atom   1.78 eV Å⁻¹

```
9
Properties=species:S:1:pos:R:3:forces:R:3:lowdin_charge:R:1
C -0.129 -0.718 0.698 -0.3 -0.2 -0.1 -0.128
C -0.942 -0.197 -0.339 0.1 -0.3 0.6 -0.230
C 1.123 -0.146 0.787 0.1 -0.4 0.5 -0.345
C -0.606 0.837 -1.066 1.5 0.7 -0.1 -0.578
O 1.527 0.761 0.035 -1.2 0.5 -1.1 -0.045
I -0.330 2.049 -2.615 -0.1 -0.4 0.3 0.994
H -0.505 -1.453 1.384 0.0 -0.2 0.0 0.083
H -1.928 -0.627 -0.460 -0.2 0.1 -0.2 0.130
H 1.790 -0.507 1.577 0.1 0.0 0.1 0.120
```
Positions in Å, forces in eV/Å.

=====

Entry from the OMol25 dataset: one molecule with the formula C2H5ClO2 (wB97M-V/def2-TZVPD).

## Properties
Frontier orbital gap   11.32 eV
Largest force on an atom   3.92 eV Å⁻¹

```
10
Properties=species:S:1:pos:R:3:forces:R:3:lowdin_charge:R:1
C -0.243 0.893 0.723 1.0 1.1 -0.6 -0.105
O -1.283 0.059 0.281 -0.4 0.2 0.4 -0.154
C -1.105 -0.614 -0.868 2.6 -2.9 0.5 -0.757
O -0.022 -1.745 -0.783 0.1 3.1 1.9 -0.155
Cl -0.620 0.287 -2.298 -0.2 0.7 -0.2 0.677
H -0.162 0.909 1.820 -0.7 0.1 -0.4 0.102
H -0.344 1.915 0.246 0.1 -1.0 0.8 0.109
H 0.709 0.479 0.393 0.2 0.2 -0.1 0.067
H -2.014 -1.145 -1.017 -0.5 -0.4 -0.6 0.107
H 0.758 -1.349 -0.212 -2.3 -1.2 -1.8 0.108
```
Positions in Å, forces in eV/Å.

=====

Entry from the OMol25 dataset: a 2-piece molecular cluster, C6H18N4 overall (wB97M-V/def2-TZVPD).

## Properties
Frontier orbital gap   8.92 eV
Largest force on an atom   2.07 eV Å⁻¹

```
28
Properties=species:S:1:pos:R:3:forces:R:3:lowdin_charge:R:1
C -0.622 -0.584 -1.978 0.5 0.0 0.3 -0.078
C -0.351 0.637 -1.111 -0.3 0.0 1.1 -0.389
C -0.901 1.897 -1.772 0.2 -0.2 0.0 -0.071
N -0.932 0.575 0.307 0.5 0.8 -0.9 -0.196
C -1.743 -0.542 0.659 1.2 -1.7 0.4 -0.113
N 0.072 0.868 1.287 -0.1 0.0 -0.2 -0.149
N 0.055 2.215 1.707 0.0 0.2 0.2 -0.004
H -0.058 -0.486 -2.908 -0.1 0.0 0.0 0.086
H -1.670 -0.685 -2.210 -0.4 -0.1 -0.2 0.070
H -0.259 -1.482 -1.487 -0.1 -0.1 0.0 0.044
H 0.735 0.706 -0.957 -0.3 0.1 -0.1 0.118
H -0.612 1.937 -2.817 0.1 0.0 -0.2 0.071
H -1.989 1.899 -1.716 -0.1 0.0 0.0 0.078
H -0.526 2.792 -1.287 0.0 0.2 0.1 0.058
H -1.082 -1.510 0.750 -1.5 1.3 -0.1 0.072
H -2.230 -0.358 1.622 0.0 -0.1 -0.1 0.082
H -2.510 -0.689 -0.095 0.0 -0.2 0.0 0.079
H -0.067 0.289 2.115 -0.1 0.1 -0.3 0.111
H 0.464 2.778 0.966 -0.1 -0.1 0.2 0.058
H -0.896 2.557 1.879 0.2 -0.2 -0.2 0.073
C 0.930 -2.483 0.745 1.7 -0.4 -0.4 -0.109
N 1.666 -1.632 0.158 -0.9 -0.6 0.1 -0.078
C 2.594 -0.856 0.914 0.5 0.3 0.7 -0.167
H 0.335 -3.153 0.139 -0.5 0.1 -0.1 0.064
H 1.087 -2.797 1.787 -0.2 0.4 0.1 0.080
H 2.235 0.183 0.918 0.2 -0.3 0.0 0.052
H 2.715 -1.182 1.977 -0.1 0.1 -0.6 0.083
H 3.562 -0.895 0.407 0.0 0.0 0.1 0.075
```
Positions in Å, forces in eV/Å.

=====

What is the formula in the first record?
C29H81N9O8